19
Properties=species:S:1:pos:R:3:lowdin_charge:R:1 method="wB97M-V/def2-TZVPD" smiles=CCC.CC gap_ev=12.03 max_force_ev_per_a=3.93 lumo_energy_ev=1.1 relative_energy_kcal_mol=20.41
C 2.380 1.483 -0.133 -0.184
C 1.438 2.278 0.760 -0.169
H 2.550 0.411 0.046 0.055
H 2.280 1.523 -1.228 0.065
H 3.312 2.024 -0.022 0.053
H 1.828 2.341 1.776 0.065
H 0.397 1.941 0.786 0.048
H 1.327 3.278 0.331 0.064
C -1.355 -1.930 -0.367 -0.337
C -0.420 -1.418 0.649 -0.133
C -2.412 -0.956 -0.933 -0.124
H -1.987 -2.839 -0.262 0.104
H -0.782 -2.300 -1.242 0.100
H -0.243 -1.995 1.555 0.071
H 0.572 -1.152 0.259 0.064
H -2.092 -0.395 -1.808 0.063
H -2.712 -0.320 -0.089 0.066
H -0.741 -0.478 1.108 0.061
H -3.340 -1.496 -1.186 0.066